Molecular formula: C31H36AlN7O5
Method: DFT, ωB97M-V with the def2-TZVPD basis set

- Relative energy (zero: lowest compared OMol25 entry of this formula, charge and spin): 92.5 kJ/mol
- Net charge: +2
- Gap between HOMO and LUMO: 7.16 eV
- HOMO energy: -12.964 eV
- Largest force on an atom: 0.620 eV/A
- Spin multiplicity: 1

The geometry in XYZ format:
```
80
Properties=species:S:1:pos:R:3:forces:R:3:lowdin_charge:R:1
Al 1.941785 -0.200006 0.588505 0.6 -0.1 0.0 0.228
C 1.945909 3.946737 1.881313 0.0 -0.1 0.1 0.006
O 2.877677 3.131814 2.680611 0.0 0.1 0.0 0.103
C 2.707341 1.897854 2.297065 0.0 0.0 0.1 -0.248
N 1.857091 1.653295 1.361230 -0.1 -0.1 -0.2 0.146
C 1.224518 2.924471 0.963898 0.1 0.0 0.1 -0.193
C -0.281570 2.917876 1.122659 0.0 -0.1 -0.1 -0.178
C -0.976950 4.098947 0.869897 0.0 0.0 -0.1 -0.027
C -2.356715 4.147089 0.992082 0.0 0.0 0.0 -0.058
C -3.061663 3.010402 1.371864 0.0 0.0 0.0 -0.084
C -2.377140 1.831280 1.622926 0.0 0.0 0.0 -0.078
C -0.994342 1.784650 1.492906 0.1 0.1 0.1 -0.034
C 3.447274 0.754351 2.877281 -0.2 0.1 -0.2 -0.111
C 4.527626 0.717423 3.723573 0.1 -0.1 0.2 0.075
C 5.068129 -0.544470 4.014911 0.0 0.1 0.0 0.030
C 4.536762 -1.694496 3.452938 0.0 -0.1 0.0 0.078
C 3.449254 -1.543400 2.604804 0.0 -0.2 0.0 -0.120
N 2.929616 -0.356759 2.360142 0.1 0.1 -0.2 0.126
C 2.699144 -2.540091 1.810145 0.0 -0.1 0.1 -0.271
N 1.738371 -2.109373 1.067084 -0.1 0.0 -0.1 0.126
C 1.130067 -3.266096 0.390280 0.0 0.0 0.1 -0.178
C 2.044736 -4.431427 0.854247 0.0 0.0 0.0 0.008
O 2.949807 -3.817222 1.838396 0.0 0.0 0.0 0.107
C -0.334320 -3.449663 0.735047 0.0 0.0 0.0 -0.182
C -1.046525 -2.516071 1.475657 0.0 -0.1 0.1 -0.043
C -2.393311 -2.715449 1.749901 0.0 0.0 0.0 -0.075
C -3.041585 -3.846728 1.277432 0.0 0.0 0.0 -0.073
C -2.334541 -4.783924 0.534307 0.0 0.0 0.0 -0.058
C -0.988912 -4.585684 0.267431 0.0 0.0 -0.1 -0.030
H 2.534673 4.686436 1.349167 0.1 0.0 0.0 0.140
H 1.275527 4.437093 2.580944 0.0 0.0 0.0 0.140
H 1.448773 3.083893 -0.092987 -0.1 0.1 0.1 0.131
H -0.437682 4.994790 0.578169 0.0 0.0 0.0 0.128
H -2.880290 5.077526 0.813434 0.0 0.0 0.0 0.115
H -4.136035 3.060294 1.501232 0.0 0.0 0.0 0.106
H -2.909176 0.948247 1.958834 0.0 0.0 0.0 0.103
H -0.476311 0.864839 1.730571 0.0 0.0 0.0 0.093
H 4.945107 1.623905 4.139063 0.0 0.0 0.0 0.140
H 5.920714 -0.616376 4.677009 0.0 0.0 0.0 0.133
H 4.953227 -2.673485 3.645818 0.0 0.0 0.0 0.144
H 1.217870 -3.113920 -0.686650 0.0 0.0 0.0 0.164
H 2.665651 -4.841586 0.064190 0.1 0.0 0.0 0.143
H 1.505604 -5.224798 1.361391 0.0 0.0 0.0 0.138
H -0.546812 -1.639391 1.866394 0.0 0.0 0.0 0.095
H -2.932526 -1.997220 2.357118 0.0 0.0 0.0 0.102
H -4.088311 -4.009879 1.499290 0.0 0.0 0.0 0.110
H -2.831126 -5.674736 0.172074 0.0 0.0 0.0 0.114
H -0.447748 -5.323792 -0.317220 0.0 0.0 0.0 0.125
N 0.553802 2.208174 -2.028389 -0.1 -0.1 0.0 0.065
C -0.578892 1.289564 -2.164221 0.0 0.1 -0.1 -0.268
C -0.939748 1.018578 -3.657863 0.1 0.0 0.1 -0.126
C -1.505265 -0.323016 -4.133530 0.0 0.1 0.1 -0.158
C -2.978556 -0.645309 -3.825397 0.0 0.0 0.1 -0.128
N -3.812671 0.505800 -3.456681 0.0 0.0 -0.2 0.097
C -4.329775 0.736025 -2.257686 0.0 0.0 0.1 -0.431
N -3.904613 0.058193 -1.198495 0.0 0.1 0.0 0.232
N -5.281892 1.670776 -2.122021 0.0 0.0 0.0 0.208
C -0.369717 0.038270 -1.326022 0.0 -0.1 0.2 -0.482
O -1.219797 -0.837813 -1.283947 -0.1 0.1 0.0 0.061
O 0.729018 -0.016536 -0.643461 -0.1 0.0 -0.2 0.050
H 0.401177 3.025066 -2.608505 0.0 0.0 0.0 0.100
H 1.402225 1.764759 -2.364335 0.0 0.0 -0.1 0.081
H -1.422822 1.777800 -1.662011 -0.1 0.0 -0.1 0.144
H -0.006919 1.154148 -4.208130 0.0 0.0 0.0 0.117
H -1.592083 1.831940 -3.983730 0.0 0.0 0.0 0.112
H -0.900259 -1.134019 -3.732880 0.0 -0.1 0.0 0.111
H -1.373029 -0.348557 -5.215938 0.0 0.1 0.0 0.117
H -3.047361 -1.382938 -3.032146 -0.1 0.0 0.1 0.114
H -3.448985 -1.083259 -4.703501 0.0 -0.1 0.0 0.130
H -4.148790 1.084635 -4.209951 0.0 0.0 0.0 0.163
H -2.976259 -0.374314 -1.215436 0.0 -0.1 0.0 0.077
H -4.324877 0.230811 -0.301891 0.0 0.0 0.0 0.121
H -5.766077 2.039382 -2.922621 0.0 0.0 0.0 0.129
H -5.692282 1.852026 -1.222712 0.0 0.0 0.0 0.124
C 4.109118 0.267457 -1.662229 0.0 0.0 0.0 -0.051
C 3.746969 -0.478382 -0.397005 -0.2 0.1 0.0 -0.341
O 4.499682 -1.343319 0.022000 -0.1 0.0 0.1 0.028
H 5.141662 0.086282 -1.959210 0.0 0.0 0.0 0.087
H 3.925794 1.339469 -1.541787 0.0 0.0 0.0 0.072
H 3.442525 -0.088863 -2.456672 0.0 0.0 0.0 0.084
```
Forces are in eV/Å.